The following is a DFT calculation (ωB97M-V with the def2-TZVPD basis set) of 14 unconnected molecules or ions with the total composition C5H37NO13.

As for the HOMO-LUMO gap: 7.75 eV. The energy above the lowest of the compared OMol25 structures with the same formula, charge and spin is 141.8 kcal per mole. The value obtained for the highest occupied orbital energy is -8.14 eV.

Each line ends with the Mulliken charge.
Geometry (Å):
C 0.02 -0.55 1.40  -0.142
C -0.88 0.62 1.13  0.204
N -3.22 -0.54 -0.15  -0.167
C -2.65 0.52 -0.71  0.035
C -1.41 0.90 -0.19  -0.229
C -3.32 1.31 -1.82  -1.315
H 0.72 -0.77 0.57  -0.520
H -0.70 -1.49 1.48  -0.046
H 0.49 -0.42 2.37  0.365
H -1.76 0.53 1.95  -0.291
H -0.21 1.53 1.51  0.217
H -4.15 -0.96 -0.30  0.218
H -2.67 -1.08 0.54  0.024
H -0.99 1.66 -0.75  0.648
H -3.41 0.60 -2.67  0.364
H -2.72 2.20 -2.15  0.305
H -4.31 1.50 -1.40  0.369
H 2.70 -1.54 -3.76  0.308
H 3.38 -1.49 -2.40  0.401
O 3.01 -2.04 -3.01  -0.631
H 0.32 3.63 1.02  0.497
H -1.07 3.49 1.00  0.301
O -0.53 4.14 1.49  -0.732
H 3.92 1.23 1.24  0.289
H 2.46 1.16 1.17  0.318
O 3.25 0.58 1.20  -0.668
H 3.13 1.93 -2.49  0.338
H 1.85 1.64 -1.84  0.292
O 2.42 2.43 -1.95  -0.623
H -1.74 -3.82 0.11  0.314
H -1.33 -5.03 0.79  0.332
O -2.07 -4.64 0.41  -0.634
H 0.94 2.41 -0.15  0.185
H 1.88 3.66 -0.25  0.309
O 1.59 2.92 0.38  -0.718
H -2.99 2.37 1.31  0.402
H -3.29 3.59 2.23  0.341
O -3.71 2.78 1.89  -0.721
H 0.14 -0.94 -3.31  0.297
H 0.80 0.00 -4.38  0.228
O 0.94 -0.52 -3.57  -0.457
H 1.38 -1.80 -1.09  0.192
H 1.09 -2.61 -2.18  0.260
O 0.66 -2.05 -1.65  -0.532
H -3.90 0.05 2.84  0.271
H -4.54 1.31 2.27  0.364
O -4.65 0.51 2.70  -0.629
H 4.97 -0.58 -1.34  0.279
H 3.88 0.09 -0.42  0.376
O 4.06 -0.54 -1.14  -0.661
H 3.87 -2.85 2.15  0.320
H 2.97 -1.65 2.38  0.337
O 3.08 -2.69 2.61  -0.680
H 1.57 -3.62 1.64  0.322
H 0.11 -3.18 1.89  0.386
O 0.59 -3.91 1.42  -0.610


The following is a DFT calculation (ωB97M-V with the def2-TZVPD basis set) of 14 unconnected molecules or ions with the total composition C5H37NO14.

As for the HOMO-LUMO gap (spin up / spin down): 9.97 / 5.54 eV. The energy above the lowest of the compared OMol25 structures with the same formula, charge and spin is 64.8 kcal per mole. As for the charge: +1. The value obtained for the highest occupied orbital energy (spin up / spin down) is -13.23 / -13.23 eV. The expectation value of S² is 0.75. Its spin multiplicity is 2.

Each line ends with the Mulliken spin population.
Geometry (Å):
C -2.07 -0.26 1.08  0.080
C -0.79 0.05 0.22  0.031
N -0.44 -0.99 -0.70  0.698
C 0.87 -1.65 -0.50  -0.006
C -0.59 -0.75 -2.16  -0.014
C -1.68 -1.58 -2.74  0.056
O -2.33 -1.17 -3.68  0.009
H -1.88 -0.53 2.13  0.002
H -2.70 0.61 1.11  -0.004
H -2.57 -1.08 0.56  -0.001
H -0.95 0.98 -0.41  0.021
H -0.01 0.29 0.96  0.006
H 1.23 -1.77 0.55  0.016
H 0.74 -2.67 -0.80  0.032
H 1.65 -1.24 -1.15  0.028
H 0.35 -0.88 -2.67  0.009
H -0.83 0.37 -2.26  0.014
H -2.07 -2.57 -2.41  0.002
H -1.21 2.65 3.11  0.000
H -0.80 3.18 4.35  0.000
O -1.42 2.52 4.04  0.000
H 2.28 1.79 2.14  0.000
H 1.70 3.24 1.86  0.000
O 2.54 2.74 1.99  0.000
H -0.17 -3.58 -3.36  0.000
H 0.95 -3.36 -4.56  0.000
O 0.56 -3.90 -3.87  0.000
H 0.82 -3.10 2.69  0.000
H -0.22 -3.51 1.51  -0.001
O 0.61 -3.68 1.96  0.000
H -2.74 -4.22 1.16  0.000
H -1.97 -3.39 0.05  0.005
O -1.89 -3.87 0.89  0.003
H 2.43 -4.44 -0.29  0.000
H 1.27 -5.19 0.57  0.000
O 2.15 -5.20 0.20  0.000
H 2.66 3.09 0.01  0.000
H 2.19 2.94 -1.40  0.000
O 2.36 3.62 -0.74  0.000
H 0.17 -0.21 5.25  0.000
H -0.71 0.68 4.24  0.000
O -0.08 -0.04 4.34  0.000
H -0.92 3.00 -1.94  -0.001
H -1.97 3.00 -3.14  0.000
O -1.25 2.51 -2.75  0.003
H -0.65 5.04 1.93  0.000
H -0.86 3.74 0.97  0.000
O -0.65 4.08 1.83  0.000
H -0.25 5.20 -0.79  0.000
H 0.76 4.01 -0.67  0.000
O -0.18 4.26 -0.91  0.000
H 2.43 -0.56 2.40  0.000
H 1.38 0.19 3.31  -0.001
O 2.09 0.30 2.64  0.001
H 0.50 1.47 -4.19  0.000
H 0.59 1.72 -2.77  0.000
O 1.03 1.17 -3.43  0.009


The following is a DFT calculation (ωB97M-V with the def2-TZVPD basis set) of 14 unconnected molecules or ions with the total composition C5H37NO15.

As for the HOMO-LUMO gap (spin up / spin down): 10.42 / 5.31 eV. The energy above the lowest of the compared OMol25 structures with the same formula, charge and spin is 84.0 kcal per mole. As for the charge: +1. The value obtained for the highest occupied orbital energy (spin up / spin down) is -13.17 / -13.16 eV. The expectation value of S² is 0.76. Its spin multiplicity is 2.

Each line ends with the Mulliken spin population.
Geometry (Å):
C 0.47 3.98 0.44  0.012
N 0.89 2.74 -0.34  0.631
C 1.43 3.28 -1.64  0.036
C -1.67 2.55 -1.05  0.132
C -0.29 1.91 -0.56  0.047
C -0.78 1.33 0.80  0.024
O -0.91 0.04 0.70  0.017
O -1.08 2.13 1.74  0.039
H 1.31 4.60 0.11  -0.004
H -0.46 4.40 0.28  0.019
H 0.58 3.78 1.56  0.021
H 2.52 3.28 -1.41  0.006
H 1.38 2.61 -2.65  0.004
H 0.89 4.17 -1.82  0.014
H -2.43 2.02 -0.44  0.003
H -1.95 2.20 -2.04  0.009
H -1.64 3.56 -0.83  0.003
H 0.01 1.15 -1.29  -0.019
H -0.19 -0.34 0.10  -0.001
H -0.44 -2.74 0.67  0.000
H -1.01 -3.91 -0.09  0.000
O -0.57 -3.09 -0.17  0.000
H -0.43 -0.06 4.55  0.000
H 0.06 0.59 3.26  0.000
O 0.29 0.40 4.20  0.000
H 0.88 -3.98 -2.46  0.000
H 0.61 -2.90 -3.18  0.000
O 0.19 -3.70 -2.94  0.000
H -0.81 -0.62 -4.28  0.000
H -0.95 -0.53 -2.77  0.000
O -0.33 -0.20 -3.49  0.000
H 2.09 -3.98 2.23  0.000
H 1.95 -2.66 2.81  0.000
O 1.35 -3.35 2.41  0.000
H 3.12 -0.36 3.06  0.000
H 1.99 -0.51 3.94  0.000
O 2.41 -1.01 3.29  0.000
H 1.48 -0.93 -3.45  0.000
H 2.91 -0.46 -4.07  0.000
O 2.48 -1.01 -3.41  0.000
H 2.45 -1.07 -0.26  0.000
H 1.79 -0.66 1.14  0.000
O 1.79 -0.61 0.23  0.000
H -1.65 -1.99 -1.36  0.000
H -1.23 -2.68 -2.55  0.000
O -1.84 -1.93 -2.36  0.000
H -1.58 -1.63 3.19  0.000
H -0.69 -2.99 3.49  0.000
O -1.38 -2.54 2.79  0.000
H -3.76 -2.02 -1.61  0.000
H -3.84 -1.73 -0.18  0.000
O -4.40 -1.91 -0.90  0.000
H -3.04 0.81 0.98  0.002
H -4.48 0.88 0.48  0.000
O -3.61 1.07 0.39  0.000
H 3.15 1.69 0.83  0.000
H 3.59 1.76 2.33  0.000
O 3.45 1.18 1.58  0.003


The following is a DFT calculation (ωB97M-V with the def2-TZVPD basis set) of 14 unconnected molecules or ions with the total composition C5H38N2O14.

As for the HOMO-LUMO gap: 8.49 eV. The energy above the lowest of the compared OMol25 structures with the same formula, charge and spin is 184.5 kcal per mole. The value obtained for the highest occupied orbital energy is -8.53 eV.

Each line ends with the Mulliken charge.
Geometry (Å):
C -1.76 -2.11 -1.33  -0.791
N -2.06 -0.68 -1.68  0.092
C -1.00 0.15 -1.89  -0.083
O 0.17 -0.13 -2.17  -0.423
C -2.45 -2.47 0.21  -0.434
C -1.91 -3.86 0.67  -1.177
N -1.76 -1.39 1.09  0.216
C -1.87 -1.38 2.53  -0.932
H -0.67 -2.25 -1.05  0.076
H -2.13 -2.88 -1.93  0.429
H -2.92 -0.35 -1.21  0.378
H -1.16 1.24 -1.95  0.402
H -3.43 -2.40 0.29  0.818
H -1.71 -4.54 -0.11  0.404
H -0.78 -3.68 1.12  0.162
H -2.45 -4.21 1.43  0.463
H -0.77 -1.37 0.73  -0.157
H -0.89 -1.67 2.85  0.407
H -2.73 -2.12 2.87  0.251
H -2.38 -0.51 2.85  0.119
H 2.42 2.65 -1.09  0.388
H 2.94 4.07 -1.47  0.280
O 2.22 3.66 -1.01  -0.678
H -1.49 2.51 0.99  0.298
H -1.49 1.00 0.77  0.127
O -2.07 1.66 0.96  -0.405
H -2.46 3.05 3.16  0.239
H -3.33 1.83 2.52  0.333
O -3.34 2.82 2.90  -0.631
H 3.52 1.90 -0.05  0.283
H 3.28 0.39 -0.15  0.457
O 3.63 1.20 -0.73  -0.722
H 1.34 -2.17 -3.77  0.247
H 0.59 -1.67 -2.52  0.284
O 1.42 -2.10 -2.84  -0.601
H 4.25 -1.19 -2.36  0.352
H 4.04 -2.84 -2.18  0.312
O 4.47 -1.98 -1.81  -0.663
H 1.28 -2.53 0.66  0.324
H 1.79 -3.31 2.00  0.266
O 1.02 -3.10 1.41  -0.616
H 1.31 -0.23 -0.14  0.241
H 2.51 -1.17 -0.99  0.411
O 2.14 -0.75 -0.14  -0.729
H -3.33 1.49 -0.43  0.311
H -4.61 1.67 -1.26  0.291
O -3.82 1.16 -1.04  -0.581
H 2.55 0.10 -3.77  0.287
H 4.07 0.41 -3.85  0.280
O 3.42 -0.25 -3.68  -0.592
H 1.55 2.71 2.91  0.381
H 3.11 2.24 2.69  0.298
O 2.15 2.17 2.39  -0.597
H 0.43 3.49 0.30  0.316
H -0.09 3.07 -1.12  0.289
O -0.36 3.49 -0.25  -0.621
H -0.46 3.19 3.83  0.297
H 0.06 4.48 2.88  0.328
O 0.04 3.49 2.98  -0.704


The following is a DFT calculation (ωB97M-V with the def2-TZVPD basis set) of 15 unconnected molecules or ions with the total composition C5H38NO15.

As for the HOMO-LUMO gap: 10.58 eV. The energy above the lowest of the compared OMol25 structures with the same formula, charge and spin is 109.6 kcal per mole. As for the charge: +1. The value obtained for the highest occupied orbital energy is -12.91 eV.

Each line ends with the Mulliken charge.
Geometry (Å):
O -0.41 2.68 -1.03  -0.639
C 0.33 3.12 -0.16  0.022
C 0.24 2.72 1.30  -0.700
C -0.42 1.35 1.55  0.254
C 0.42 0.17 1.00  -1.175
C -0.78 -2.01 0.67  -0.512
N -0.54 -0.77 0.28  0.960
H 1.17 3.86 -0.39  0.378
H 1.39 2.67 1.75  0.070
H -0.28 3.49 1.92  0.515
H -0.36 1.18 2.70  0.305
H -1.53 1.38 1.27  -0.244
H 1.12 0.48 0.31  0.648
H 0.94 -0.34 1.77  0.463
H -1.53 -2.64 0.12  0.252
H -0.32 -2.35 1.56  0.505
H -0.79 -0.34 -0.60  -0.058
H 1.41 -3.13 -0.93  0.332
H 0.65 -4.00 -0.06  0.366
O 1.09 -3.13 -0.05  -0.691
H 2.95 -2.46 0.36  0.345
H 3.68 -1.79 -0.49  0.354
O 3.91 -2.04 0.37  -0.707
H -3.60 1.31 -1.31  0.472
H -4.67 2.43 -1.95  0.285
O -4.53 1.79 -1.23  -0.691
H -2.00 -0.01 -2.10  0.347
H -1.45 1.45 -1.66  0.414
O -2.05 0.70 -1.40  -0.664
H 0.15 0.01 5.41  0.317
H -0.85 -0.47 4.15  0.296
O 0.06 -0.39 4.43  -0.629
H 3.06 2.04 -1.65  0.271
H 3.16 2.83 -3.14  0.362
O 3.04 1.95 -2.50  -0.717
H 3.94 -0.38 2.86  0.256
H 4.12 -0.48 1.35  0.324
O 3.62 -0.07 2.01  -0.512
H 2.20 -1.87 -2.67  0.398
H 2.82 -3.30 -2.92  0.307
O 2.63 -2.70 -2.16  -0.738
H -4.52 -2.48 -0.89  0.293
H -4.11 -1.16 -0.40  0.318
O -3.71 -1.99 -0.78  -0.575
H -2.93 -0.65 1.91  0.322
H -2.61 -1.96 2.47  0.274
O -2.33 -1.09 2.38  -0.438
H 4.19 2.82 0.68  0.320
H 3.02 2.44 1.48  0.281
O 3.18 2.91 0.72  -0.572
H 1.88 -0.17 -4.23  0.277
H 1.99 0.72 -3.11  0.361
O 1.61 -0.14 -3.34  -0.578
H -4.32 1.49 1.06  0.360
H -3.06 0.93 0.31  0.009
O -3.73 0.66 0.99  -0.791
H -2.44 -1.99 -1.99  0.379
H -2.38 -1.58 -3.40  0.303
O -1.75 -1.70 -2.62  -0.683


The following is a DFT calculation (ωB97M-V with the def2-TZVPD basis set) of 14 unconnected molecules or ions with the total composition C5H39NO13.

As for the HOMO-LUMO gap: 8.84 eV. The energy above the lowest of the compared OMol25 structures with the same formula, charge and spin is 120.3 kcal per mole. The value obtained for the highest occupied orbital energy is -8.98 eV.

Each line ends with the Mulliken charge.
Geometry (Å):
C 2.47 -0.85 -0.38  -0.195
N 1.88 -0.27 0.97  -0.198
C -1.88 -0.86 1.69  -0.940
C -0.39 -0.53 2.01  0.612
C 0.48 0.11 0.83  2.428
C 0.16 1.68 0.74  -1.350
H 3.44 -1.45 -0.04  0.331
H 2.61 -0.02 -1.10  0.249
H 1.72 -1.54 -0.83  -0.281
H 2.55 0.44 1.37  0.348
H -2.36 -0.15 0.95  -0.097
H -2.49 -0.79 2.53  0.600
H -1.84 -1.92 1.35  0.073
H -0.46 0.21 2.80  -0.944
H 0.27 -1.41 2.35  0.291
H 0.10 -0.21 -0.18  -1.075
H 0.52 2.13 -0.22  0.296
H -0.93 1.91 0.82  -0.365
H 0.66 2.26 1.53  0.677
H -4.20 2.03 0.82  0.316
H -3.05 2.72 1.39  0.318
O -3.83 2.84 0.84  -0.659
H 3.02 -3.08 -2.26  0.314
H 1.94 -3.69 -1.39  0.311
O 2.82 -3.83 -1.74  -0.611
H -2.76 1.96 -0.81  0.215
H -1.61 1.69 -1.93  0.270
O -2.11 1.28 -1.23  -0.545
H -0.22 1.21 4.65  0.332
H -0.45 1.84 3.24  0.358
O 0.09 1.91 4.01  -0.736
H -0.20 0.37 -1.89  0.040
H 0.26 -0.84 -2.66  0.444
O 0.60 0.11 -2.41  -0.679
H -1.83 -4.46 0.15  0.267
H -1.00 -3.41 0.65  0.342
O -1.68 -3.52 0.09  -0.540
H -1.24 3.42 -3.03  0.327
H -2.29 4.13 -2.04  0.313
O -2.09 3.45 -2.75  -0.690
H -2.67 -1.85 -1.10  0.311
H -2.53 -0.38 -1.57  0.434
O -2.74 -1.32 -1.88  -0.758
H 1.13 1.37 -3.54  0.421
H 1.90 2.08 -2.54  0.415
O 1.46 2.27 -3.40  -0.735
H -1.41 -2.77 -2.20  0.326
H -0.07 -3.03 -3.17  0.265
O -0.51 -2.29 -2.56  -0.597
H 2.28 2.30 -0.32  0.221
H 3.61 2.41 -0.90  0.345
O 2.68 2.64 -1.14  -0.687
H 1.61 1.36 3.48  0.420
H 2.61 0.67 4.41  0.268
O 2.50 0.92 3.53  -0.647
H 1.12 -2.46 0.92  0.183
H 1.35 -3.41 2.00  0.356
O 0.98 -3.40 1.11  -0.711


The following is a DFT calculation (ωB97M-V with the def2-TZVPD basis set) of 14 unconnected molecules or ions with the total composition C5H39NO14S.

As for the HOMO-LUMO gap: 9.09 eV. The energy above the lowest of the compared OMol25 structures with the same formula, charge and spin is 0.0 kcal per mole. The value obtained for the highest occupied orbital energy is -8.77 eV.

Each line ends with the Mulliken charge.
Geometry (Å):
C 1.42 -1.56 0.39  -0.070
C 2.78 -1.73 -0.25  -0.811
S 4.08 -0.71 0.57  -0.228
C 0.81 -0.16 0.16  0.548
N -0.59 -0.23 -0.31  1.494
C -1.52 -0.66 0.75  0.309
C -2.96 -0.71 0.21  -0.604
O -3.80 0.04 1.10  -0.657
H 0.74 -2.32 -0.05  0.032
H 1.46 -1.79 1.46  0.306
H 2.77 -1.56 -1.37  0.211
H 3.13 -2.77 -0.23  0.525
H 4.10 0.35 -0.17  0.077
H 1.38 0.44 -0.62  -1.035
H 0.93 0.43 1.09  0.425
H -0.87 0.61 -0.74  -0.228
H -1.22 -1.69 1.13  -0.765
H -1.51 0.03 1.60  0.419
H -3.11 -0.17 -0.77  0.168
H -3.33 -1.72 0.10  0.279
H -3.82 -0.38 1.98  0.332
H -1.73 -4.27 -1.05  0.306
H -1.30 -3.48 0.15  0.251
O -1.82 -3.42 -0.64  -0.602
H -2.97 2.13 -1.09  0.421
H -3.43 2.05 -2.57  0.270
O -2.72 1.80 -1.99  -0.690
H 0.41 2.19 -2.10  0.419
H -1.14 2.54 -1.88  0.346
O -0.23 2.65 -1.54  -0.839
H 0.45 -1.89 4.01  0.287
H -0.26 -0.75 3.21  0.373
O -0.25 -1.73 3.40  -0.684
H -2.12 -0.51 -2.46  0.390
H -1.92 -1.95 -2.10  0.382
O -1.97 -1.35 -2.85  -0.876
H -0.76 -4.43 2.20  0.303
H -0.35 -2.95 2.21  0.234
O -0.42 -3.77 1.63  -0.651
H -0.35 2.57 0.23  0.278
H 0.66 2.80 1.35  0.394
O -0.26 2.61 1.14  -0.703
H -2.40 2.79 0.92  0.337
H -3.44 1.69 0.86  0.455
O -3.25 2.59 0.49  -0.854
H -0.27 -1.33 -3.24  0.513
H 0.46 -1.42 -1.96  0.201
O 0.67 -1.27 -2.88  -0.776
H 2.50 1.82 -1.71  0.337
H 3.36 3.11 -1.48  0.321
O 3.17 2.21 -1.14  -0.744
H 1.13 0.23 -2.87  0.397
H 1.75 1.34 -3.85  0.194
O 1.48 1.18 -2.96  -0.629
H 2.67 2.59 0.43  0.443
H 2.77 2.25 1.95  0.315
O 2.39 2.84 1.35  -0.754
H -0.25 1.44 2.42  0.244
H -0.63 1.45 3.89  0.266
O -0.20 0.94 3.24  -0.598


The following is a DFT calculation (ωB97M-V with the def2-TZVPD basis set) of a molecular structure, C5H3AgO3.

As for the HOMO-LUMO gap (spin up / spin down): 7.08 / 6.64 eV. The energy above the lowest of the compared OMol25 structures with the same formula, charge and spin is 4.3 kcal per mole. As for the charge: +1. The value obtained for the highest occupied orbital energy (spin up / spin down) is -12.90 / -12.46 eV. The expectation value of S² is 0.76. Its spin multiplicity is 2.

Each line ends with the Mulliken spin population.
Geometry (Å):
C -0.99 -0.67 0.06  0.568
C -0.02 0.01 0.54  0.106
O 0.91 0.50 1.08  0.285
C -2.19 -1.52 0.10  -0.027
C -3.12 -0.51 0.71  0.012
O -3.30 -0.43 1.93  0.005
C -2.61 2.66 2.13  -0.001
O -3.47 2.37 2.83  0.000
Ag -4.91 0.34 3.52  0.000
H -2.49 -1.78 -0.93  0.040
H -2.05 -2.40 0.73  0.016
H -3.66 0.18 0.04  -0.004